No. 1
Molecular formula: C46H64CdGeN5O3P3S
Method: DFT, the ωB97M-V functional and the def2-TZVPD basis

Computed properties:
Charge ... +1
Relative energy (zero: lowest compared OMol25 entry of this formula, charge and spin) ... 0.0 kJ/mol
Molar mass ... 1045.06 g/mol
Gap between HOMO and LUMO (spin up / spin down) ... 0.2692 / 0.2504 Eh
E_LUMO (spin up / spin down) ... -1.709 / -3.361 eV
2S+1 ... 2

Each line ends with the Mulliken spin population.
Element x y z (Å)
Cd 1.16 0.07 -0.78  -0.053
C -1.12 -4.65 -1.20  0.000
C -0.23 -3.56 -0.61  -0.007
C -0.50 -3.45 0.89  -0.057
P -0.37 -1.93 -1.47  0.059
C -2.10 -1.39 -1.15  0.007
N -2.33 -0.79 0.14  0.280
Ge -1.05 -0.02 1.35  0.026
N -1.45 1.82 1.55  0.167
C -0.78 2.88 0.85  -0.029
P -0.34 2.36 -0.85  0.040
C 0.50 3.85 -1.54  0.020
C -0.28 5.16 -1.42  0.005
C 1.89 3.98 -0.91  0.007
C -2.01 2.17 -1.64  -0.032
C -1.87 2.22 -3.17  0.002
C -3.12 3.07 -1.12  0.004
C -1.99 2.11 2.79  -0.032
C -1.96 3.35 3.43  0.013
C -2.53 3.51 4.68  -0.004
C -3.12 2.44 5.34  0.008
C -3.15 1.19 4.73  -0.005
C -2.61 1.05 3.46  0.028
N -2.63 -0.22 2.73  0.006
C -3.85 -0.41 1.95  0.014
C -5.11 -0.27 2.47  0.002
C -6.23 -0.51 1.67  -0.001
C -6.04 -0.88 0.35  0.001
C -4.77 -0.99 -0.19  0.011
C -3.64 -0.76 0.60  0.040
C -2.24 -1.34 3.57  0.003
C -3.12 -2.17 4.22  -0.009
C -2.63 -3.17 5.06  0.012
C -1.26 -3.30 5.23  -0.006
C -0.37 -2.48 4.54  0.017
C -0.84 -1.50 3.68  -0.044
N -0.06 -0.67 2.88  0.277
C 1.34 -1.03 2.84  0.007
P 2.46 -0.44 1.48  -0.024
C 3.66 -1.85 1.62  0.038
C 3.14 -3.08 0.88  0.008
C 5.10 -1.54 1.21  0.006
C 3.31 1.00 2.23  0.019
C 4.27 1.67 1.24  0.011
C 2.29 2.02 2.73  0.023
C -0.34 -2.38 -3.27  0.007
C -1.71 -2.57 -3.91  0.002
C 0.50 -1.38 -4.06  0.032
H -0.88 -5.60 -0.73  -0.001
H -0.99 -4.78 -2.27  0.001
H -2.18 -4.45 -1.00  0.000
H 0.82 -3.84 -0.76  0.004
H -1.56 -3.26 1.08  0.002
H 0.08 -2.66 1.36  0.051
H -0.25 -4.39 1.38  -0.005
H -2.74 -2.27 -1.28  0.001
H -2.36 -0.71 -1.97  -0.009
H 0.13 3.23 1.36  -0.013
H -1.44 3.75 0.77  -0.003
H 0.63 3.60 -2.59  0.005
H -0.47 5.44 -0.38  0.000
H -1.24 5.12 -1.94  0.000
H 0.30 5.96 -1.87  0.000
H 1.83 4.33 0.12  0.000
H 2.47 4.71 -1.47  0.000
H 2.43 3.04 -0.93  0.001
H -2.29 1.15 -1.35  0.034
H -1.64 3.22 -3.51  0.001
H -2.82 1.92 -3.63  0.001
H -1.08 1.56 -3.53  -0.001
H -2.89 4.14 -1.22  0.000
H -3.33 2.87 -0.07  -0.005
H -4.03 2.88 -1.68  -0.001
H -1.48 4.19 2.95  0.002
H -2.49 4.48 5.16  0.000
H -3.54 2.57 6.33  0.000
H -3.57 0.34 5.23  0.000
H -5.24 0.05 3.50  0.000
H -7.22 -0.39 2.08  0.000
H -6.90 -1.06 -0.28  0.000
H -4.66 -1.23 -1.24  -0.001
H -4.18 -2.05 4.08  0.000
H -3.32 -3.82 5.58  0.001
H -0.87 -4.05 5.90  0.000
H 0.69 -2.62 4.70  0.003
H 1.46 -2.13 2.81  0.004
H 1.83 -0.71 3.77  0.002
H 3.67 -2.05 2.70  0.004
H 3.05 -2.87 -0.18  0.005
H 2.19 -3.44 1.27  0.002
H 3.86 -3.90 0.99  0.000
H 5.18 -1.21 0.18  0.000
H 5.69 -2.45 1.32  0.000
H 5.55 -0.78 1.85  0.000
H 3.87 0.60 3.08  -0.004
H 3.82 1.76 0.25  -0.006
H 5.21 1.14 1.11  0.001
H 4.50 2.68 1.59  0.000
H 1.87 2.56 1.88  0.001
H 2.78 2.76 3.37  0.000
H 1.46 1.58 3.30  -0.008
H 0.18 -3.34 -3.27  0.000
H -2.25 -1.62 -3.99  0.000
H -2.35 -3.28 -3.37  -0.001
H -1.58 -2.95 -4.93  0.000
H 0.06 -0.38 -4.04  -0.001
H 0.55 -1.69 -5.11  -0.001
H 1.51 -1.34 -3.67  -0.008
O 1.36 1.88 -3.74  0.002
C 2.35 1.20 -3.52  0.002
N 2.76 0.79 -2.28  0.016
S 3.97 -0.30 -2.37  0.011
O 3.44 -1.59 -1.99  0.009
O 5.15 0.14 -1.68  0.000
C 4.20 -0.19 -4.12  0.001
C 5.15 -0.79 -4.92  0.000
C 5.10 -0.49 -6.28  0.000
C 4.13 0.38 -6.79  0.000
C 3.19 0.98 -5.96  -0.001
C 3.24 0.68 -4.61  0.002
H 5.90 -1.45 -4.51  0.000
H 5.82 -0.93 -6.95  0.000
H 4.12 0.59 -7.85  0.000
H 2.44 1.66 -6.34  0.000



No. 2
Molecular formula: C5H10Si
Method: DFT, the ωB97M-V functional and the def2-TZVPD basis

Computed properties:
Charge ... 0
Relative energy (zero: lowest compared OMol25 entry of this formula, charge and spin) ... 322.9 kJ/mol
Molar mass ... 98.22 g/mol
Gap between HOMO and LUMO ... 0.3388 Eh
E_LUMO ... 0.321 eV

Each line ends with the natural charge from an NBO analysis.
Element x y z (Å)
C 0.56 -1.93 -0.19  -0.276
C -0.64 -2.26 0.25  -0.090
C 0.99 -0.65 -0.81  -0.876
C -1.49 -0.13 0.82  -0.927
C 0.23 2.35 -0.14  -1.102
Si 0.22 0.51 0.52  1.358
H 1.28 -2.87 -0.30  0.222
H -1.06 -3.10 0.73  0.202
H 2.11 -0.73 -0.83  0.246
H 0.67 -0.38 -1.76  0.249
H -2.34 0.20 0.21  0.221
H -1.83 -0.31 1.92  0.241
H -0.10 2.95 0.68  0.233
H 1.20 2.90 -0.41  0.248
H -0.52 2.26 -0.99  0.226
H 1.06 0.55 1.95  -0.175



No. 3
Molecular formula: C18H36N2O2
Method: DFT, the ωB97M-V functional and the def2-TZVPD basis

Computed properties:
SMILES ... CCCC(C)(C)NC(=O)CCCCC(=O)NC(C)(C)CCC
Charge ... 0
Relative energy (zero: lowest compared OMol25 entry of this formula, charge and spin) ... 14.7 kJ/mol
Molar mass ... 312.50 g/mol
Gap between HOMO and LUMO ... 0.3505 Eh
E_LUMO ... 0.584 eV

Each line ends with the natural charge from an NBO analysis.
Element x y z (Å)
C -1.54 -1.45 2.79  -0.618
C -0.21 -1.73 3.47  -0.396
C 1.01 -1.60 2.54  -0.394
H 1.91 -1.72 3.15  0.209
H 1.02 -0.58 2.14  0.209
C 1.11 -2.58 1.37  0.127
N 0.12 -2.19 0.36  -0.668
C -0.08 -2.82 -0.81  0.691
O 0.49 -3.83 -1.17  -0.663
C -1.15 -2.17 -1.69  -0.507
C -0.56 -1.74 -3.04  -0.379
C -0.23 -0.25 -3.11  -0.394
C 0.72 0.24 -1.99  -0.508
C -0.03 1.06 -0.96  0.714
O -0.37 0.62 0.13  -0.676
N -0.32 2.30 -1.38  -0.626
H -0.01 2.57 -2.30  0.399
C -1.08 3.31 -0.64  0.132
C -1.17 4.55 -1.52  -0.619
H -1.74 4.33 -2.42  0.211
H -1.68 5.35 -0.98  0.224
H -0.18 4.90 -1.81  0.211
C -2.49 2.76 -0.37  -0.618
H -2.43 1.87 0.24  0.236
H -3.08 3.51 0.16  0.211
H -2.99 2.52 -1.31  0.206
C -0.39 3.61 0.70  -0.415
C 1.05 4.12 0.57  -0.397
C 1.72 4.21 1.94  -0.597
H 2.74 4.58 1.84  0.208
H 1.75 3.24 2.42  0.205
H 1.17 4.89 2.59  0.200
H 1.06 5.10 0.10  0.192
H 1.62 3.43 -0.06  0.197
H -0.38 2.69 1.28  0.232
H -0.98 4.34 1.24  0.203
H 1.18 -0.62 -1.50  0.238
H 1.52 0.85 -2.41  0.220
H 0.23 -0.05 -4.08  0.211
H -1.16 0.33 -3.06  0.198
H 0.33 -2.33 -3.23  0.220
H -1.27 -1.96 -3.84  0.207
H -1.91 -2.94 -1.86  0.237
H -1.62 -1.33 -1.18  0.208
H -0.24 -1.25 0.46  0.447
C 2.52 -2.47 0.75  -0.619
H 2.57 -3.08 -0.14  0.235
H 3.27 -2.81 1.46  0.206
H 2.73 -1.43 0.49  0.199
C 0.87 -4.03 1.80  -0.629
H 1.06 -4.69 0.96  0.245
H -0.16 -4.17 2.11  0.207
H 1.53 -4.29 2.62  0.204
H -0.23 -2.73 3.91  0.198
H -0.07 -1.02 4.29  0.200
H -1.78 -2.21 2.06  0.209
H -2.34 -1.42 3.53  0.206
H -1.51 -0.48 2.28  0.209



No. 4
Molecular formula: C24H32N2O2
Method: DFT, the ωB97M-V functional and the def2-TZVPD basis

Computed properties:
SMILES ... COCCNC(=O)CCC1CCN(Cc2ccc(-c3ccccc3)cc2)CC1
Charge ... 0
Relative energy (zero: lowest compared OMol25 entry of this formula, charge and spin) ... 170.4 kJ/mol
Molar mass ... 380.53 g/mol
Gap between HOMO and LUMO ... 0.3230 Eh
E_LUMO ... 0.713 eV

Each line ends with the natural charge from an NBO analysis.
Element x y z (Å)
C -3.47 -3.64 2.20  -0.252
O -3.29 -2.29 1.84  -0.545
C -3.99 -1.89 0.68  -0.066
C -3.31 -2.36 -0.62  -0.258
N -1.95 -1.89 -0.66  -0.636
C -1.42 -1.24 -1.71  0.696
O -2.03 -1.05 -2.74  -0.628
C 0.02 -0.80 -1.49  -0.505
C 0.97 -1.99 -1.59  -0.371
C 2.37 -1.74 -1.01  -0.216
C 2.33 -1.64 0.52  -0.435
C 3.73 -1.33 1.07  -0.211
N 4.36 -0.16 0.50  -0.443
C 4.39 -0.24 -0.95  -0.213
C 3.02 -0.49 -1.60  -0.427
H 2.38 0.37 -1.42  0.212
H 3.15 -0.61 -2.67  0.208
H 4.82 0.69 -1.34  0.196
H 5.06 -1.06 -1.21  0.188
C 4.06 1.13 1.09  -0.230
C 2.66 1.66 0.91  -0.061
C 1.64 1.34 1.80  -0.154
C 0.34 1.73 1.56  -0.257
C 0.01 2.47 0.43  0.020
C 1.04 2.85 -0.43  -0.230
C 2.34 2.45 -0.20  -0.206
H 3.12 2.74 -0.89  0.212
H 0.80 3.43 -1.31  0.217
C -1.38 2.84 0.15  0.023
C -2.41 1.92 0.33  -0.239
C -3.72 2.26 0.04  -0.192
C -4.02 3.54 -0.42  -0.215
C -3.01 4.46 -0.59  -0.206
C -1.70 4.12 -0.31  -0.220
H -0.91 4.85 -0.43  0.211
H -3.24 5.46 -0.94  0.213
H -5.04 3.80 -0.64  0.213
H -4.51 1.54 0.17  0.208
H -2.18 0.92 0.67  0.211
H -0.44 1.46 2.27  0.217
H 1.88 0.77 2.69  0.203
H 4.78 1.84 0.67  0.202
H 4.27 1.03 2.17  0.201
H 3.69 -1.20 2.16  0.196
H 4.39 -2.18 0.86  0.188
H 1.98 -2.58 0.95  0.204
H 1.65 -0.85 0.82  0.210
H 2.99 -2.60 -1.27  0.197
H 1.06 -2.27 -2.64  0.212
H 0.53 -2.85 -1.06  0.198
H 0.26 -0.06 -2.26  0.234
H 0.09 -0.32 -0.51  0.212
H -1.43 -1.96 0.21  0.400
H -3.34 -3.45 -0.68  0.186
H -3.82 -1.95 -1.49  0.244
H -3.99 -0.80 0.71  0.188
H -5.03 -2.25 0.70  0.170
H -3.03 -4.32 1.46  0.164
H -2.97 -3.76 3.15  0.197
H -4.53 -3.88 2.31  0.168